The following is a quantum chemistry calculation of a 8-piece molecular cluster, C28H76N4O12 overall, from OMol25.

Last column: Mulliken charge in e.
Positions of all 120 atoms, in Å:
C -4.058 3.141 -3.981  -0.321
O -2.812 3.084 -3.232  -0.488
C -3.047 2.435 -1.970  0.537
C -1.899 2.706 -1.039  -1.187
N -2.105 2.497 0.428  0.278
C -1.127 3.203 1.139  -0.804
C -1.198 2.806 2.625  -0.281
O -1.152 1.364 2.819  0.081
C -1.021 1.057 4.232  -0.990
H -4.705 3.849 -3.439  0.369
H -4.471 2.193 -4.081  -0.192
H -3.789 3.586 -4.894  0.358
H -3.089 1.339 -2.149  -0.591
H -4.012 2.759 -1.543  0.751
H -1.443 3.712 -1.009  0.537
H -1.090 2.039 -1.377  0.221
H -2.052 1.491 0.630  -0.235
H -1.238 4.310 1.071  0.360
H -0.093 3.037 0.757  0.363
H -2.114 3.126 3.126  -0.115
H -0.439 3.298 3.254  0.537
H -1.667 1.540 4.896  0.311
H 0.030 1.148 4.575  0.209
H -1.338 -0.021 4.359  0.296
C -4.580 3.633 4.901  -0.850
O -4.284 2.361 4.334  -0.289
C -4.945 2.197 3.098  -0.743
C -4.544 0.830 2.585  0.001
N -4.783 0.807 1.136  -0.191
C -4.838 -0.484 0.441  -0.623
C -3.701 -1.412 0.821  -0.629
O -2.541 -0.676 0.402  0.647
C -1.256 -1.264 0.435  -1.268
H -4.123 4.500 4.330  0.291
H -4.179 3.619 5.925  0.245
H -5.617 3.757 5.082  0.379
H -4.665 2.998 2.382  0.267
H -6.012 2.291 3.334  0.438
H -5.088 0.011 3.067  0.555
H -3.486 0.738 2.906  -0.172
H -4.088 1.392 0.740  0.077
H -4.810 -0.260 -0.659  0.048
H -5.756 -1.064 0.629  0.374
H -3.786 -2.425 0.396  0.441
H -3.633 -1.527 1.944  0.233
H -0.577 -0.570 -0.066  0.109
H -1.209 -2.261 -0.007  0.388
H -0.844 -1.400 1.430  0.335
C 4.039 2.631 2.765  -0.573
O 4.407 1.255 2.554  -0.356
C 3.512 0.370 3.177  -0.318
C 3.837 -1.092 2.762  -0.214
N 5.184 -1.378 3.214  -0.342
C 5.690 -2.728 2.935  -0.215
C 7.014 -2.843 3.573  -0.607
O 7.951 -2.045 2.878  -0.276
C 9.266 -2.604 2.938  -0.750
H 3.048 2.860 2.314  0.070
H 4.772 3.270 2.330  0.276
H 4.087 2.766 3.843  0.333
H 2.525 0.652 2.707  0.106
H 3.520 0.489 4.268  0.481
H 3.763 -1.082 1.634  -0.130
H 3.030 -1.763 3.185  0.312
H 5.760 -0.630 2.930  0.287
H 5.685 -2.864 1.875  0.122
H 5.052 -3.541 3.377  0.315
H 7.355 -3.933 3.610  0.412
H 6.867 -2.398 4.609  0.253
H 9.214 -3.559 2.398  0.309
H 9.524 -2.730 3.997  0.300
H 9.975 -1.901 2.521  0.216
C -6.688 0.298 -4.037  -0.765
O -5.399 -0.064 -4.499  -0.224
C -5.254 -1.439 -4.773  -0.870
C -3.763 -1.691 -4.832  -0.487
N -3.288 -1.527 -3.476  -0.021
C -1.892 -1.817 -3.295  -0.552
C -0.941 -0.784 -3.922  -0.555
O -0.611 0.352 -3.047  0.146
C 0.152 1.344 -3.896  -1.058
H -6.920 -0.410 -3.229  0.308
H -7.417 0.197 -4.925  0.268
H -6.661 1.360 -3.762  0.252
H -5.779 -1.633 -5.741  0.372
H -5.746 -2.004 -3.985  0.498
H -3.400 -0.905 -5.539  0.222
H -3.568 -2.723 -5.189  0.387
H -3.399 -0.581 -3.091  0.044
H -1.613 -2.753 -3.741  0.565
H -1.602 -1.868 -2.243  -0.426
H -1.323 -0.424 -4.867  0.454
H -0.011 -1.305 -4.106  0.389
H 0.641 1.951 -3.166  0.281
H -0.574 1.862 -4.531  0.319
H 0.944 0.762 -4.460  0.423
C 4.531 -3.539 -1.212  -0.489
O 3.096 -3.619 -1.092  -0.577
H 4.816 -2.527 -1.482  0.184
H 5.063 -3.806 -0.293  0.187
H 4.739 -4.323 -1.958  0.300
H 2.586 -2.781 -1.066  0.292
C 2.041 -5.976 1.669  -0.665
O 1.997 -4.586 1.432  -0.366
H 3.032 -6.454 1.643  0.266
H 1.661 -6.211 2.678  0.244
H 1.404 -6.556 0.931  0.261
H 2.368 -4.450 0.582  0.330
C 4.962 2.790 -4.132  -0.298
O 5.808 1.716 -3.683  -0.492
H 5.336 3.042 -5.134  0.239
H 3.863 2.470 -4.166  0.023
H 5.039 3.661 -3.494  0.253
H 5.463 1.396 -2.856  0.291
C 2.716 0.323 -1.034  -0.370
O 2.093 -0.731 -1.779  -0.385
H 2.406 1.285 -1.425  0.262
H 2.277 0.262 -0.062  0.188
H 3.824 0.155 -0.998  0.129
H 1.187 -0.435 -1.891  0.143

Results
Energy above the lowest of the compared OMol25 structures with the same formula, charge and spin: 264.1 kJ/mol
Frontier orbital gap: 8.9 eV
SMILES: COCCNCCOC.COCCNCCOC.COCCNCCOC.COCCNCCOC.CO.CO.CO.CO
Largest force on an atom: 3.353 eV Å⁻¹
LUMO energy: 0.6 eV

The following is a quantum chemistry calculation of a 10-piece molecular cluster, C28H76O10 overall, from OMol25.

Last column: Mulliken charge in e.
Positions of all 114 atoms, in Å:
C 5.184 -2.301 0.831  -0.520
O 5.944 -3.143 0.024  -0.353
H 4.644 -2.869 1.589  0.127
H 5.844 -1.679 1.436  0.355
H 4.481 -1.777 0.184  -0.010
H 5.397 -3.326 -0.743  0.226
C 0.811 5.524 0.574  -0.981
C -0.277 6.541 0.850  0.606
C -1.455 5.995 1.767  -1.119
O 0.235 7.574 1.635  -0.555
H 1.091 5.485 -0.479  0.318
H 0.484 4.597 1.044  0.037
H 1.784 5.725 1.023  0.456
H -0.772 6.862 -0.067  0.204
H -1.266 5.927 2.838  0.325
H -1.652 5.001 1.365  0.055
H -2.422 6.494 1.709  0.378
H 0.988 7.932 1.159  0.303
C -3.497 -1.869 -0.051  -1.375
C -2.530 -2.575 -0.918  0.833
C -3.216 -2.918 -2.275  -1.520
O -1.377 -1.827 -1.193  0.641
H -4.372 -2.490 0.142  0.448
H -3.869 -1.007 -0.605  0.000
H -3.112 -1.560 0.921  0.369
H -2.286 -3.431 -0.288  0.198
H -2.468 -3.370 -2.927  0.273
H -3.428 -2.006 -2.834  0.280
H -4.064 -3.603 -2.256  0.443
H -1.046 -2.140 -2.038  -0.314
C -4.514 1.494 -1.435  -1.227
C -4.697 2.981 -1.237  0.473
C -3.764 3.589 -0.198  -1.071
O -4.265 3.537 -2.414  -0.490
H -4.861 0.952 -2.315  0.349
H -4.796 1.061 -0.476  0.364
H -3.434 1.357 -1.372  0.176
H -5.731 3.255 -1.028  0.258
H -3.811 4.678 -0.210  0.345
H -2.798 3.094 -0.294  0.035
H -4.061 3.171 0.763  0.444
H -4.794 3.318 -3.185  0.296
C -1.422 0.354 4.840  -0.938
C -2.753 0.173 5.611  0.424
C -2.806 -0.962 6.555  -1.370
O -2.852 1.322 6.498  -0.580
H -1.236 -0.495 4.182  0.239
H -0.540 0.508 5.462  0.314
H -1.636 1.184 4.167  0.297
H -3.562 0.209 4.880  0.288
H -3.232 -1.854 6.096  0.334
H -3.445 -0.791 7.422  0.392
H -1.847 -1.087 7.058  0.293
H -3.053 2.030 5.881  0.321
C -0.491 3.283 -3.637  -1.171
C 0.897 3.741 -3.970  0.624
C 1.445 3.370 -5.361  -1.395
O 0.821 5.094 -3.841  -0.503
H -1.271 3.679 -4.287  0.307
H -0.754 3.678 -2.655  0.212
H -0.688 2.228 -3.442  0.333
H 1.626 3.409 -3.231  0.189
H 1.166 2.347 -5.613  0.275
H 2.508 3.612 -5.355  0.350
H 0.955 4.039 -6.068  0.439
H 0.597 5.458 -4.701  0.309
C 1.950 -2.567 5.445  -1.547
C 2.773 -2.359 4.122  0.806
C 2.933 -0.866 3.787  -0.474
O 4.040 -2.928 4.379  -0.534
H 0.910 -2.244 5.486  0.328
H 2.371 -1.980 6.261  0.406
H 1.989 -3.583 5.837  0.379
H 2.223 -2.860 3.325  -0.005
H 2.011 -0.430 3.402  -0.266
H 3.660 -0.833 2.975  0.175
H 3.291 -0.285 4.637  0.457
H 4.367 -2.555 5.201  0.362
C 1.442 -0.739 0.637  -0.903
C 0.309 0.246 1.172  0.789
C 0.075 1.534 0.352  -1.527
O -0.823 -0.573 1.338  -0.186
H 2.271 -0.044 0.503  0.418
H 1.093 -1.045 -0.349  0.323
H 1.695 -1.626 1.218  -0.124
H 0.559 0.606 2.170  0.311
H -0.757 2.032 0.850  0.244
H -0.123 1.250 -0.682  0.223
H 0.913 2.229 0.307  0.490
H -1.087 -0.951 0.496  0.039
C 0.496 -2.113 -5.383  -1.799
C 1.546 -2.470 -4.378  -0.370
C 2.721 -1.533 -4.195  -1.595
O 1.020 -2.425 -3.071  1.600
H 0.883 -2.122 -6.402  0.561
H 0.049 -1.119 -5.346  0.230
H -0.279 -2.880 -5.412  0.244
H 1.954 -3.463 -4.571  0.278
H 3.398 -1.550 -5.049  0.504
H 3.446 -1.823 -3.434  0.175
H 2.484 -0.502 -3.935  0.065
H 1.777 -2.653 -2.527  -0.452
C 1.583 -4.762 0.162  -0.734
C 2.221 -5.084 -1.197  0.190
C 1.273 -5.705 -2.260  -1.420
O 3.022 -4.016 -1.695  0.151
H 2.330 -4.420 0.879  -0.078
H 1.092 -5.673 0.504  0.624
H 0.810 -4.013 -0.006  -0.113
H 2.943 -5.882 -1.022  0.243
H 1.078 -6.749 -2.014  0.624
H 1.658 -5.574 -3.271  0.567
H 0.258 -5.308 -2.283  -0.017
H 3.469 -4.370 -2.468  -0.728

Results
Energy above the lowest of the compared OMol25 structures with the same formula, charge and spin: 7.3 kJ/mol
Frontier orbital gap (alpha / beta): 1.4 / 9.0 eV
<S²>: 0.750
Net charge: -1
Largest force on an atom: 3.358 eV Å⁻¹
LUMO energy (alpha / beta): 2.0 / 1.9 eV
Multiplicity: 2